1.
Entry from OMol25: a molecular structure, C40H37N5O2OsPS (the ωB97M-V functional and the def2-TZVPD basis).

```
! wB97M-V def2-TZVPD RIJCOSX def2/J DEFGRID3
* xyz 3 5
Os -0.308 0.774 0.556
C -3.246 0.184 1.979
C -2.507 1.141 2.909
C -2.276 2.478 2.211
C -1.182 0.545 3.438
C -1.395 -0.616 4.436
O -0.596 -1.676 3.920
C -0.023 -1.295 2.803
N -0.321 -0.076 2.407
C 0.953 -2.218 2.234
C 1.190 -3.398 2.959
C 2.218 -4.254 2.614
C 3.052 -3.938 1.552
C 2.826 -2.786 0.815
C 1.757 -1.944 1.110
P 1.609 -0.460 0.067
C 1.729 -0.926 -1.683
C 1.814 -2.243 -2.134
C 1.950 -2.496 -3.490
C 1.969 -1.454 -4.403
C 1.844 -0.144 -3.961
C 1.725 0.123 -2.609
C 3.121 0.420 0.545
C 4.115 0.772 -0.363
C 5.284 1.361 0.096
C 5.461 1.601 1.451
C 4.470 1.245 2.358
C 3.303 0.656 1.912
H -4.211 0.605 1.712
H -3.416 -0.787 2.436
H -2.676 0.035 1.044
H -3.127 1.338 3.789
H -1.616 2.369 1.322
H -1.824 3.201 2.888
H -3.225 2.886 1.868
H -0.604 1.359 3.899
H -2.433 -0.958 4.498
H -1.050 -0.395 5.448
H 0.583 -3.625 3.823
H 2.387 -5.152 3.187
H 3.882 -4.579 1.304
H 3.494 -2.531 0.005
H 1.775 -3.070 -1.442
H 2.050 -3.514 -3.834
H 2.087 -1.659 -5.456
H 1.857 0.669 -4.672
H 1.634 1.148 -2.269
H 3.988 0.574 -1.417
H 6.064 1.620 -0.604
H 6.372 2.060 1.804
H 4.621 1.418 3.413
H 2.533 0.368 2.617
N -1.035 1.131 -1.301
S -1.797 0.543 -2.635
C -1.558 -1.236 -2.590
C -1.732 -1.865 -3.815
C -1.665 -3.248 -3.880
C -1.426 -3.982 -2.728
C -1.232 -3.340 -1.514
C -1.295 -1.959 -1.438
C -3.569 0.624 -2.183
C -4.232 1.769 -2.597
C -5.588 1.893 -2.332
C -6.258 0.881 -1.665
C -5.578 -0.256 -1.256
C -4.222 -0.395 -1.511
H -0.724 2.085 -1.581
H -1.935 -1.280 -4.700
H -1.807 -3.750 -4.824
H -1.396 -5.060 -2.773
H -1.040 -3.923 -0.628
H -1.147 -1.453 -0.479
H -3.705 2.543 -3.130
H -6.114 2.775 -2.659
H -7.318 0.971 -1.481
H -6.104 -1.048 -0.748
H -3.707 -1.297 -1.218
N 2.382 4.309 2.216
C 1.672 3.758 1.232
O 1.073 2.675 1.369
C 1.647 4.513 -0.027
C 0.988 3.927 -1.087
N 0.404 3.350 -1.901
C 2.258 5.756 -0.171
N 2.796 6.767 -0.277
H 2.448 3.856 3.115
H 2.837 5.206 2.110
*
```

The value obtained for the HOMO energy (spin up / spin down) is -16.75 / -16.74 eV. The calculation puts the HOMO-LUMO gap (spin up / spin down) at 7.786 / 5.727 eV. Its LUMO energy (spin up / spin down) is -8.97 / -11.02 eV.

Löwdin population analysis, charges in e, atoms 1 to 4: atom 1 (Os): 1.2827, atom 2 (C): -0.0482, atom 3 (C): -0.3721, atom 4 (C): -0.0434

---

2.
Entry from OMol25: a molecular structure, C43H45BrGeN2OP2SSnTe (the ωB97M-V functional and the def2-TZVPD basis).

```
! wB97M-V def2-TZVPD RIJCOSX def2/J DEFGRID3
* xyz 0 1
Sn 0.929 0.101 0.317
C -2.906 -0.968 -0.258
C -3.287 0.476 0.085
P -2.137 1.760 -0.608
C -3.140 3.243 -0.202
C -3.598 4.144 -1.160
C -4.292 5.287 -0.782
C -4.539 5.545 0.558
C -4.076 4.660 1.522
C -3.373 3.527 1.145
C -2.396 1.602 -2.413
C -3.475 0.960 -3.015
C -3.535 0.818 -4.395
C -2.519 1.323 -5.193
C -1.445 1.977 -4.607
C -1.383 2.106 -3.229
P -1.443 -1.641 0.634
C -1.470 -3.344 -0.030
C -2.367 -4.313 0.413
C -2.395 -5.566 -0.179
C -1.530 -5.862 -1.226
C -0.631 -4.905 -1.670
C -0.595 -3.653 -1.070
C -2.020 -1.831 2.353
C -3.352 -1.837 2.761
C -3.677 -2.002 4.100
C -2.674 -2.161 5.047
C -1.343 -2.143 4.654
C -1.021 -1.971 3.317
H -3.753 -1.633 -0.066
H -2.657 -1.069 -1.317
H -3.282 0.626 1.168
H -4.308 0.683 -0.246
H -3.419 3.953 -2.210
H -4.641 5.976 -1.540
H -5.085 6.433 0.850
H -4.253 4.858 2.572
H -2.989 2.864 1.913
H -4.285 0.569 -2.411
H -4.379 0.311 -4.846
H -2.559 1.197 -6.268
H -0.645 2.369 -5.224
H -0.525 2.586 -2.768
H -3.041 -4.095 1.233
H -3.092 -6.314 0.177
H -1.556 -6.840 -1.689
H 0.047 -5.127 -2.485
H 0.112 -2.910 -1.414
H -4.148 -1.705 2.038
H -4.716 -2.004 4.405
H -2.931 -2.289 6.090
H -0.555 -2.250 5.388
H 0.021 -1.931 3.017
O 0.041 -0.257 -1.584
C 0.499 -0.523 -2.781
C -0.303 -1.297 -3.647
C 0.117 -1.645 -4.910
C 1.369 -1.240 -5.378
C 2.153 -0.452 -4.563
C 1.733 -0.060 -3.286
C 2.547 0.888 -2.527
N 2.565 1.101 -1.223
C 3.499 2.086 -0.993
C 4.049 2.483 -2.167
N 3.431 1.723 -3.132
H -1.270 -1.614 -3.278
H -0.528 -2.244 -5.540
H 1.720 -1.539 -6.356
H 3.133 -0.151 -4.918
H 3.748 2.421 -0.002
H 4.799 3.217 -2.397
H 3.583 1.778 -4.123
Br 0.776 1.204 4.245
C 3.110 -1.995 3.195
Ge 3.695 -1.933 1.327
C 5.024 -0.512 1.093
C 4.575 -3.632 0.898
C 2.173 -1.706 0.144
H 3.947 -2.232 3.853
H 2.349 -2.768 3.326
H 2.687 -1.039 3.511
H 5.965 -0.797 1.568
H 4.684 0.422 1.541
H 5.211 -0.340 0.032
H 5.411 -3.830 1.571
H 4.955 -3.609 -0.125
H 3.866 -4.457 0.977
H 1.541 -2.587 0.289
H 2.545 -1.755 -0.886
Te 2.278 2.389 2.636
C 3.266 3.519 4.089
C 4.602 3.458 4.386
C 5.011 4.467 5.297
C 3.977 5.271 5.674
S 2.517 4.821 4.915
H 5.261 2.704 3.978
H 6.021 4.579 5.664
H 4.000 6.096 6.368
*
```

The value obtained for the HOMO energy is -6.98 eV. The calculation puts the HOMO-LUMO gap at 6.472 eV. Its LUMO energy is -0.51 eV.

Löwdin population analysis, charges in e, atoms 1 to 4: atom 1 (Sn): 0.8756, atom 2 (C): -0.3853, atom 3 (C): -0.3950, atom 4 (P): 1.0480

---

3.
Entry from OMol25: a single C6H8 molecule (the ωB97M-V functional and the def2-TZVPD basis).

```
! wB97M-V def2-TZVPD RIJCOSX def2/J DEFGRID3
* xyz 0 1
C -0.718 -1.118 0.061
C 0.736 -1.027 -0.032
C -1.371 0.024 -0.035
C 1.286 0.158 -0.150
C -2.702 0.694 -0.073
C 2.661 0.659 0.028
H -1.271 -2.146 0.264
H 1.425 -2.026 0.002
H -3.431 -0.127 -0.244
H -2.797 1.563 -0.663
H -2.758 1.201 0.886
H 2.572 1.434 0.663
H 2.990 0.925 -1.006
H 3.377 -0.216 0.299
*
```

The value obtained for the HOMO energy (spin up / spin down) is -7.96 / -8.08 eV. The calculation puts the HOMO-LUMO gap (spin up / spin down) at 8.090 / 8.550 eV. Its LUMO energy (spin up / spin down) is 0.13 / 0.47 eV.

Löwdin population analysis, charges in e, atoms 1 to 4: atom 1 (C): -0.1957, atom 2 (C): -0.2080, atom 3 (C): -0.0415, atom 4 (C): -0.0641

---

4.
Entry from OMol25: a molecular structure, C12H18AsS8SbTc (the ωB97M-V functional and the def2-TZVPD basis).

```
! wB97M-V def2-TZVPD RIJCOSX def2/J DEFGRID3
* xyz 1 1
Tc 0.637 0.178 -0.792
C 0.093 3.252 0.816
C -0.169 1.767 0.861
C -1.321 1.227 0.251
C -2.374 2.136 -0.336
C -1.529 -0.165 0.247
C -2.753 -0.744 -0.414
C -0.619 -1.012 0.894
C -0.916 -2.484 1.025
C 0.542 -0.466 1.489
C 1.558 -1.371 2.140
C 0.737 0.922 1.528
C 1.895 1.488 2.319
H -0.328 3.745 1.697
H -0.346 3.702 -0.071
H 1.161 3.463 0.792
H -2.272 2.225 -1.421
H -2.318 3.134 0.087
H -3.368 1.747 -0.126
H -3.585 -0.788 0.299
H -2.569 -1.752 -0.776
H -3.071 -0.141 -1.257
H -0.576 -3.049 0.156
H -1.985 -2.648 1.138
H -0.425 -2.897 1.901
H 1.332 -1.493 3.204
H 2.564 -0.966 2.054
H 1.569 -2.353 1.671
H 2.822 1.481 1.743
H 2.062 0.900 3.218
H 1.703 2.512 2.629
S -1.814 0.317 -3.482
Sb -1.877 1.005 -5.870
S 0.907 1.883 -2.347
S 0.213 0.159 -3.141
S 0.167 1.631 -6.262
S 2.231 -4.650 -0.041
As 3.169 -4.356 -2.028
S 2.282 -1.251 -0.958
S 2.347 -2.344 -2.697
S 4.223 -3.940 -0.139
*
```

The value obtained for the HOMO energy is -11.02 eV. The calculation puts the HOMO-LUMO gap at 6.635 eV. Its LUMO energy is -4.39 eV.

Löwdin population analysis, charges in e, atoms 1 to 4: atom 1 (Tc): 0.5484, atom 2 (C): -0.0405, atom 3 (C): -0.2596, atom 4 (C): -0.2508

---

5.
Entry from OMol25: a single C3H7NO molecule (the ωB97M-V functional and the def2-TZVPD basis).

```
! wB97M-V def2-TZVPD RIJCOSX def2/J DEFGRID3
* xyz 0 1
C -1.488 -0.226 0.744
C -0.623 -1.115 0.275
C 0.587 -0.765 -0.527
O 0.553 0.539 -1.085
N 0.993 1.450 -0.120
H -2.312 -0.336 1.501
H -1.447 0.848 0.543
H -0.776 -2.086 0.682
H 0.576 -1.399 -1.419
H 1.537 -0.838 0.069
H 0.443 2.273 -0.305
H 1.959 1.655 -0.357
*
```

The value obtained for the HOMO energy is -9.31 eV. The SMILES is C=CCON. The calculation puts the HOMO-LUMO gap at 10.418 eV. Its LUMO energy is 1.11 eV.

Löwdin population analysis, charges in e, atoms 1 to 4: atom 1 (C): -0.0067, atom 2 (C): -0.1614, atom 3 (C): -0.2387, atom 4 (O): -0.2219

---

6.
Entry from OMol25: 13 unconnected molecules or ions with the total composition C63H71N11O4 (the ωB97M-V functional and the def2-TZVPD basis).

```
! wB97M-V def2-TZVPD RIJCOSX def2/J DEFGRID3
* xyz 0 1
O 16.422 18.308 15.130
C 16.278 19.235 15.917
O 16.628 20.531 15.665
C 17.310 20.859 14.461
C 17.398 22.392 14.367
C 15.566 19.064 17.184
H 16.674 20.488 13.705
H 18.220 20.277 14.393
H 17.888 22.536 13.378
H 18.041 22.863 15.089
H 16.364 22.722 14.326
H 15.164 18.099 17.387
H 14.743 19.768 17.179
H 16.130 19.386 18.074
O 8.669 13.977 19.077
C 8.731 15.108 19.545
O 9.220 15.367 20.742
C 9.780 14.277 21.473
C 10.504 14.834 22.682
C 8.277 16.377 18.866
H 10.550 13.778 20.905
H 9.052 13.482 21.687
H 10.758 14.035 23.333
H 9.923 15.574 23.235
H 11.400 15.329 22.407
H 8.634 17.333 19.260
H 7.197 16.389 18.768
H 8.643 16.346 17.850
N 16.188 18.185 21.704
C 16.276 18.690 22.908
C 15.212 18.978 23.728
C 13.914 18.701 23.221
C 13.776 18.185 21.923
C 14.951 17.998 21.188
H 17.272 18.813 23.322
H 15.389 19.316 24.738
H 13.078 18.734 23.857
H 12.839 17.792 21.503
H 14.891 17.562 20.227
N 13.152 20.262 14.945
C 12.320 19.870 13.954
C 12.000 20.761 12.911
C 12.573 21.997 12.828
C 13.463 22.352 13.841
C 13.792 21.440 14.851
H 11.883 18.892 14.073
H 11.219 20.504 12.222
H 12.201 22.723 12.109
H 13.862 23.370 13.906
H 14.550 21.652 15.604
N 14.517 20.188 10.157
C 14.765 19.671 11.343
C 14.931 18.283 11.551
C 14.657 17.405 10.497
C 14.511 17.940 9.176
C 14.400 19.324 9.107
H 14.912 20.374 12.150
H 15.124 18.030 12.588
H 14.593 16.314 10.684
H 14.345 17.387 8.256
H 14.120 19.712 8.145
N 12.013 11.599 21.348
C 12.573 12.279 20.342
C 12.163 12.193 19.041
C 10.956 11.595 18.744
C 10.273 10.973 19.811
C 10.884 10.945 21.041
H 13.432 12.909 20.530
H 12.807 12.662 18.318
H 10.597 11.525 17.720
H 9.358 10.497 19.596
H 10.401 10.330 21.841
N 14.124 11.917 15.857
C 15.109 11.661 16.713
C 15.451 10.401 17.168
C 14.834 9.334 16.529
C 13.847 9.567 15.576
C 13.576 10.858 15.294
H 15.491 12.523 17.237
H 16.171 10.368 17.968
H 15.069 8.360 16.969
H 13.355 8.775 15.084
H 12.802 11.092 14.593
N 11.013 13.644 13.173
C 9.722 14.004 13.173
C 9.018 14.322 14.280
C 9.615 14.316 15.540
C 11.012 14.024 15.581
C 11.677 13.702 14.356
H 9.169 13.996 12.259
H 7.972 14.588 14.204
H 9.104 14.608 16.503
H 11.568 14.004 16.514
H 12.738 13.451 14.280
N 17.039 13.926 18.866
C 16.982 15.080 19.520
C 17.975 15.454 20.454
C 19.123 14.654 20.642
C 19.192 13.493 19.867
C 18.095 13.141 19.058
H 16.132 15.744 19.288
H 17.889 16.411 20.972
H 19.953 14.972 21.234
H 19.928 12.679 19.959
H 18.124 12.179 18.529
N 11.968 16.685 17.716
C 12.582 17.006 16.584
C 13.745 16.338 16.172
C 14.251 15.313 16.933
C 13.634 15.042 18.128
C 12.484 15.779 18.532
H 12.194 17.868 15.999
H 14.219 16.637 15.283
H 15.101 14.750 16.604
H 14.047 14.349 18.847
H 11.970 15.634 19.471
N 10.677 22.963 18.290
C 10.674 22.565 19.551
C 11.342 21.474 20.057
C 12.114 20.665 19.246
C 12.164 21.051 17.915
C 11.451 22.200 17.447
H 10.071 23.134 20.217
H 11.256 21.309 21.120
H 12.716 19.793 19.511
H 12.585 20.403 17.154
H 11.365 22.483 16.390
N 15.052 15.026 12.968
C 14.440 13.963 12.507
C 14.978 12.663 12.498
C 16.214 12.493 13.145
C 16.845 13.658 13.646
C 16.244 14.880 13.530
H 13.472 14.146 12.050
H 14.444 11.829 12.028
H 16.642 11.495 13.250
H 17.846 13.499 14.049
H 16.671 15.783 13.955
N 7.478 19.740 15.023
C 8.055 18.589 14.737
C 9.187 18.068 15.443
C 9.649 18.848 16.538
C 8.988 20.031 16.841
C 7.950 20.464 16.050
H 7.629 18.057 13.898
H 9.658 17.150 15.084
H 10.549 18.574 17.040
H 9.249 20.634 17.700
H 7.445 21.408 16.169
*
```

The value obtained for the HOMO energy is -9.16 eV. The calculation puts the HOMO-LUMO gap at 9.685 eV. Its LUMO energy is 0.52 eV.

Löwdin population analysis, charges in e, atoms 1 to 4: atom 1 (O): 0.0771, atom 2 (C): -0.5025, atom 3 (O): -0.0494, atom 4 (C): -0.2158

---

7.
Entry from OMol25: a single C2H6N2O molecule (the ωB97M-V functional and the def2-TZVPD basis).

```
! wB97M-V def2-TZVPD RIJCOSX def2/J DEFGRID3
* xyz 0 1
H 0.350 -0.999 2.701
N 1.024 -0.310 2.248
C 0.582 0.445 1.287
N -0.639 0.325 0.569
O -0.583 0.928 -0.663
C -0.335 -0.112 -1.646
H 1.159 1.366 0.939
H -0.773 -0.706 0.379
H 0.689 -0.604 -1.493
H -0.320 0.477 -2.629
H -1.153 -0.809 -1.694
*
```

The value obtained for the HOMO energy is -9.16 eV. The SMILES is [H]/N=C\NOC. The calculation puts the HOMO-LUMO gap at 10.068 eV. Its LUMO energy is 0.91 eV.

Löwdin population analysis, charges in e, atoms 1 to 4: atom 1 (H): 0.0629, atom 2 (N): 0.0470, atom 3 (C): -0.2898, atom 4 (N): -0.0734

---

8.
Entry from OMol25: 2 unconnected molecules or ions with the total composition C18H38F2N5O8P3 (the ωB97M-V functional and the def2-TZVPD basis).

```
! wB97M-V def2-TZVPD RIJCOSX def2/J DEFGRID3
* xyz -2 1
C 3.913 0.766 0.432
C 2.951 1.471 -0.532
C 3.632 2.373 -1.559
N 1.721 1.294 -0.397
P 0.819 0.363 -1.780
C 0.288 -0.952 -3.097
O 0.082 -2.127 -2.740
O 0.133 -0.569 -4.298
O 0.618 1.714 -2.828
C -0.708 2.068 -2.945
C -0.845 3.592 -3.161
C 0.119 4.507 -2.376
C 0.341 4.128 -0.899
C 1.440 4.718 -3.155
C -1.637 1.380 -1.869
P -2.811 -0.016 -2.476
O -2.697 -1.213 -1.615
N -2.345 2.279 -0.864
C -2.671 1.576 0.323
O -2.022 1.541 1.323
F -3.856 0.922 0.297
C -3.477 2.934 -1.347
O -4.212 3.553 -0.623
F -3.731 2.926 -2.658
O -0.789 0.613 -1.110
H 4.479 1.527 1.000
H 3.359 0.172 1.150
H 4.650 0.180 -0.124
H 3.432 3.418 -1.337
H 3.334 2.103 -2.573
H 4.715 2.197 -1.523
H 2.154 0.086 -2.294
H 0.952 -0.737 -0.886
H -1.066 1.628 -3.891
H -0.623 3.762 -4.219
H -1.854 3.973 -3.003
H -0.350 5.498 -2.368
H -0.168 4.841 -0.239
H -0.014 3.142 -0.620
H 1.394 4.170 -0.629
H 1.237 5.521 -3.875
H 2.234 5.073 -2.502
H 1.713 3.828 -3.714
H -2.363 -0.338 -3.778
H -4.151 0.462 -2.447
O 1.275 -2.152 1.427
P 0.015 -2.524 2.170
N 0.764 -2.917 3.704
C 1.702 -4.016 3.794
C 1.334 -1.734 4.332
N -0.453 -3.868 1.230
C -0.580 -5.211 1.720
C -0.061 -3.851 -0.184
N -1.602 -2.551 2.936
C -2.497 -1.499 2.409
C -1.817 -2.672 4.369
H 2.118 -4.070 4.805
H 2.536 -3.927 3.084
H 1.207 -4.974 3.635
H 0.625 -0.901 4.293
H 2.257 -1.409 3.836
H 1.547 -1.926 5.390
H 0.384 -5.744 1.696
H -1.286 -5.777 1.102
H -0.975 -5.243 2.739
H 0.975 -4.189 -0.323
H -0.148 -2.855 -0.617
H -0.722 -4.503 -0.762
H -2.207 -0.507 2.764
H -3.532 -1.690 2.703
H -2.471 -1.486 1.314
H -1.457 -1.806 4.939
H -1.354 -3.573 4.765
H -2.892 -2.772 4.556
*
```

The value obtained for the HOMO energy is -0.28 eV. The calculation puts the HOMO-LUMO gap at 4.749 eV. Its LUMO energy is 4.47 eV.

Löwdin population analysis, charges in e, atoms 1 to 4: atom 1 (C): -0.0770, atom 2 (C): -0.5624, atom 3 (C): -0.0713, atom 4 (N): -0.0485